# 1
Molecular formula: C20H21ClN4O4S4SbSiTc
Method: DFT, ωB97M-V/def2-TZVPD

Each line ends with the natural charge from an NBO analysis.
Cartesian coordinates (Å):
Sb: 1.172 -4.638 1.901  1.176
Tc: 0.499 -0.751 0.799  0.594
Cl: -5.085 -0.848 -0.662  0.200
S: -0.412 -3.137 1.441  -0.538
S: 1.980 -1.446 2.434  0.152
S: -0.161 -1.862 -1.287  0.387
S: 3.024 -3.089 1.849  -0.269
Si: 0.809 2.706 1.065  1.767
O: -0.074 -0.028 2.655  -0.645
O: -4.466 0.533 3.715  -0.644
O: -1.763 0.386 4.067  -0.556
O: -5.699 0.832 1.883  -0.515
N: -2.475 -0.977 -0.165  -0.219
N: 1.179 0.984 0.494  -0.671
N: -1.559 -0.644 0.764  -0.243
N: 2.253 -0.665 -0.460  -0.432
C: 1.934 2.974 2.521  -1.141
C: -2.018 -1.488 -1.422  0.159
C: -3.588 -0.133 1.576  -0.221
C: 4.569 0.662 -0.988  -0.083
C: -1.215 -0.583 -2.271  -0.275
C: 3.215 -1.330 -1.109  0.300
C: 2.375 0.638 -0.145  0.355
C: -1.968 -1.800 -4.229  -0.145
C: -2.214 -0.165 1.810  0.112
C: -2.807 -2.538 -2.059  -0.224
C: -1.249 -0.791 -3.711  -0.201
C: -2.747 -2.689 -3.391  -0.147
C: -0.996 2.857 1.468  -1.145
C: -3.719 -0.651 0.290  0.197
C: 1.172 3.764 -0.428  -1.133
C: 2.970 -2.707 -1.631  -0.662
C: 4.400 -0.655 -1.385  -0.236
C: -4.690 0.473 2.413  0.780
C: 3.539 1.348 -0.351  -0.246
C: -1.331 0.095 2.975  0.777
H: 2.934 3.290 2.227  0.253
H: -2.009 -1.940 -5.299  0.256
H: -3.315 -3.478 -3.862  0.257
H: -1.009 0.412 -1.894  0.272
H: 2.543 -2.645 -2.634  0.253
H: 2.283 -3.268 -1.001  0.217
H: 3.909 -3.251 -1.708  0.260
H: 2.186 3.691 -0.815  0.244
H: -1.238 3.920 1.402  0.278
H: -0.714 -0.091 -4.336  0.254
H: 2.023 2.067 3.121  0.263
H: 0.483 3.547 -1.246  0.248
H: 1.526 3.750 3.169  0.277
H: 3.653 2.368 -0.022  0.257
H: 5.503 1.168 -1.189  0.256
H: 1.011 4.808 -0.150  0.274
H: -1.252 2.534 2.477  0.259
H: -3.510 0.479 3.945  0.512
H: 5.178 -1.166 -1.934  0.253
H: -1.641 2.351 0.748  0.234
H: -3.399 -3.183 -1.427  0.258

Calculated values
DFT total energy = -3957.7379 a.u.
net charge = +2
max |F| = 0.70 eV Å⁻¹
frontier orbital gap = 6.30 eV
spin multiplicity = 1

# 2
Molecular formula: C44H71BHgN7O14
Method: DFT, ωB97M-V/def2-TZVPD

Each line ends with the Mulliken charge.
Cartesian coordinates (Å):
Hg: -24.039 -2.728 -2.142  1.147
O: -23.790 -8.126 4.639  -0.467
O: -19.920 -1.947 -2.010  -0.632
O: -24.955 -9.980 2.664  0.249
O: -23.557 -4.542 -0.758  0.902
O: -27.452 -3.744 3.452  -0.550
O: -21.997 -7.334 0.552  -0.548
O: -22.468 -1.803 -0.741  -0.414
O: -26.019 -2.319 -0.953  -0.586
O: -20.817 -5.703 -0.466  -0.605
O: -23.961 -8.656 1.213  0.095
O: -21.931 -3.254 -3.071  -0.519
O: -23.125 -7.056 2.711  -0.564
O: -24.060 -6.249 0.642  0.802
O: -25.517 -4.404 -2.982  -0.160
N: -24.660 -10.900 5.539  1.182
N: -27.132 -9.189 -1.826  0.130
N: -25.195 -8.128 8.225  0.278
N: -29.903 -8.810 4.071  0.112
N: -25.166 -12.832 -0.331  0.190
N: -21.318 -8.627 7.641  0.058
N: -26.278 -12.326 3.067  0.315
C: -23.644 -11.923 -1.666  -0.590
C: -26.040 -7.789 7.127  -0.852
C: -27.020 -7.381 -0.617  1.629
C: -18.465 -3.780 -1.995  -1.026
C: -23.874 -13.175 -2.167  -0.769
C: -22.270 -6.815 8.278  -0.455
C: -21.658 -7.432 7.220  -0.527
C: -21.728 -2.032 1.527  -0.918
C: -24.828 -12.736 6.820  -0.842
C: -25.256 -11.428 6.679  -0.412
C: -26.726 -8.729 -0.636  -1.168
C: -24.454 -11.706 -0.627  -0.579
C: -22.424 -7.697 9.310  -0.657
C: -23.639 -8.002 3.424  -0.274
C: -20.787 -4.002 -4.874  -1.341
C: -26.883 -14.014 1.818  -1.785
C: -24.227 -9.008 2.416  0.415
C: -27.308 -7.630 7.627  -0.111
C: -27.690 -8.139 -2.562  -1.061
C: -24.843 -13.753 -1.324  -0.566
C: -28.537 -8.675 4.009  -1.489
C: -27.319 -4.071 0.114  -0.462
C: -27.673 -7.033 -1.799  -1.574
C: -23.786 -12.928 5.889  -0.700
C: -27.854 -13.048 1.725  -0.156
C: -18.911 -2.498 -1.266  -0.046
C: -29.239 -8.401 1.977  -0.725
C: -27.347 -5.053 3.950  -0.693
C: -26.366 -2.894 0.303  -0.263
C: -22.596 -1.223 0.516  -0.295
C: -30.335 -8.582 2.796  -1.201
C: -25.984 -13.584 2.796  0.188
C: -21.843 -6.170 -0.026  0.408
C: -27.304 -7.915 9.001  -1.068
C: -26.002 -8.161 9.337  -0.507
C: -21.587 -4.443 -3.666  -0.035
C: -27.418 -11.976 2.418  -0.645
C: -21.809 -8.874 8.876  -0.531
C: -26.630 -4.285 -3.866  -0.309
C: -26.422 -5.381 -4.917  -1.217
C: -28.094 -8.412 2.755  1.692
C: -23.702 -11.766 5.115  -0.691
C: -26.047 -5.603 3.453  0.526
C: -23.293 -5.573 -0.163  0.123
B: -23.286 -7.352 1.287  -0.144
H: -29.237 -8.142 0.928  0.429
H: -28.093 -8.316 -3.549  0.468
H: -26.823 -6.761 0.245  0.096
H: -30.524 -8.926 4.859  0.200
H: -28.261 -7.543 7.126  0.485
H: -22.024 -3.071 1.672  0.112
H: -21.123 -2.899 -2.694  0.328
H: -24.585 -10.824 -0.018  0.707
H: -25.939 -10.781 7.209  0.341
H: -31.379 -8.582 2.517  0.416
H: -26.602 -3.245 -4.190  0.483
H: -23.242 -13.858 5.824  0.477
H: -20.891 -9.382 7.123  0.250
H: -25.658 -12.974 0.540  0.398
H: -23.032 -11.514 4.307  0.420
H: -19.886 -3.450 -4.607  0.272
H: -25.385 -5.355 -2.996  0.016
H: -25.646 -8.333 10.342  0.371
H: -28.351 -3.418 3.532  0.344
H: -28.772 -12.976 1.162  0.454
H: -28.154 -7.841 9.664  0.454
H: -25.296 -14.733 -1.361  0.418
H: -27.788 -10.977 2.592  0.288
H: -21.525 -7.164 6.182  0.565
H: -25.782 -11.744 3.726  0.369
H: -26.385 -9.345 0.183  0.512
H: -28.180 -5.677 3.624  0.328
H: -25.626 -7.671 6.137  0.542
H: -24.185 -8.130 8.247  0.367
H: -23.644 -1.253 0.813  0.345
H: -22.463 -4.977 -4.035  0.428
H: -26.917 -4.774 -0.615  -0.239
H: -22.816 -7.457 10.287  0.541
H: -24.901 -10.011 5.124  -0.347
H: -27.614 -4.597 1.022  0.075
H: -17.799 -4.275 -1.288  0.424
H: -18.131 -1.764 -1.066  0.419
H: -25.145 -13.428 7.587  0.473
H: -19.384 -2.816 -0.337  0.028
H: -26.658 -6.369 -4.520  0.292
H: -21.674 -9.821 9.378  0.398
H: -27.379 -5.082 5.039  0.430
H: -26.850 -2.017 -1.326  0.274
H: -25.459 -3.223 0.809  0.181
H: -22.593 -5.785 8.235  0.373
H: -21.257 -3.334 -5.596  0.330
H: -21.815 -1.445 2.441  0.432
H: -27.096 -8.227 2.389  -0.193
H: -28.059 -8.831 4.965  0.561
H: -27.219 -10.163 -2.082  0.246
H: -26.938 -14.989 1.357  0.520
H: -28.262 -3.708 -0.294  0.604
H: -22.975 -11.190 -2.092  0.423
H: -18.003 -3.477 -2.934  0.333
H: -27.099 -5.297 -5.767  0.391
H: -19.270 -4.435 -2.330  0.120
H: -27.564 -4.384 -3.314  0.199
H: -25.397 -5.313 -5.281  0.339
H: -25.270 -4.937 3.831  0.682
H: -28.059 -6.047 -2.012  0.794
H: -19.469 -1.386 -2.646  0.268
H: -23.358 -13.492 -3.061  0.381
H: -25.187 -14.057 3.349  0.421
H: -26.872 -2.126 0.888  0.340
H: -21.570 -1.646 -1.044  0.171
H: -21.027 -5.126 -3.027  0.100
H: -26.086 -5.513 2.368  -0.519
H: -20.441 -4.947 -5.291  0.410
H: -20.686 -2.026 1.206  0.264
H: -25.848 -6.608 3.823  -0.688
H: -22.202 -0.211 0.430  0.359

Calculated values
DFT total energy = -3333.8900 a.u.
net charge = +1
max |F| = 4.95 eV Å⁻¹
frontier orbital gap = 3.35 eV
spin multiplicity = 1

# 3
Molecular formula: CH4N3
Method: DFT, ωB97M-V/def2-TZVPD

Each line ends with the natural charge from an NBO analysis.
Cartesian coordinates (Å):
N: 0.670 -0.013 0.096  -0.046
N: 1.429 0.659 0.622  0.115
N: -1.069 0.329 0.234  -0.734
C: 1.299 -1.038 -0.245  0.143
H: -1.080 0.821 1.099  0.430
H: 1.585 -1.241 -1.385  0.243
H: -1.613 -0.432 0.187  0.415
H: -1.221 0.916 -0.607  0.433

Calculated values
DFT total energy = -204.2125 a.u.
net charge = +1
max |F| = 7.29 eV Å⁻¹
frontier orbital gap (alpha / beta) = 8.93 / 8.93 eV
spin multiplicity = 1

# 4
Molecular formula: C2H7O2P
Method: DFT, ωB97M-V/def2-TZVPD

Each line ends with the natural charge from an NBO analysis.
Cartesian coordinates (Å):
P: 0.685 0.859 -0.088  1.974
O: 0.940 -0.490 0.767  -0.804
O: 1.420 1.981 0.504  -1.067
C: -1.217 1.168 -0.179  -1.010
C: 0.549 -1.751 0.388  -0.255
H: -1.987 0.359 -0.614  0.240
H: 0.292 -1.744 -0.652  0.168
H: -1.590 1.557 0.753  0.249
H: 1.519 -2.310 0.332  0.196
H: -1.395 1.999 -0.850  0.243
H: 1.060 0.543 -1.395  -0.131
H: -0.277 -2.171 1.034  0.197

Calculated values
DFT total energy = -572.2427 a.u.
max |F| = 2.77 eV Å⁻¹
frontier orbital gap = 11.33 eV
spin multiplicity = 1